The following is a DFT calculation (ωB97M-V/def2-TZVPD) of C43H35BBrF2N2O8Ru as an isolated structure.

Structure (XYZ):
```
93
Properties=species:S:1:pos:R:3:mulliken_spin:R:1
Ru -0.066 0.630 -0.049 -0.01
O -2.147 3.694 1.787 -0.01
C -1.707 2.703 1.208 -0.03
O -0.620 2.655 0.512 0.00
C -2.451 1.371 1.328 -0.10
C -3.731 1.174 1.817 0.33
C -4.259 -0.145 1.724 -0.01
C -3.533 -1.172 1.183 0.10
C -2.208 -0.935 0.723 0.22
N -1.742 0.363 0.855 0.16
C -1.382 -1.911 0.071 0.08
O -1.673 -3.070 -0.190 0.16
O -0.080 -1.423 -0.205 0.03
H -4.293 2.010 2.206 0.02
H -5.269 -0.339 2.072 0.01
H -3.945 -2.168 1.083 0.02
C 2.202 3.272 -5.665 0.00
C 1.202 2.191 -5.289 0.00
C 0.441 1.666 -6.500 0.00
O 0.316 2.708 -4.322 0.00
C 0.259 1.855 -3.165 0.00
C 1.177 0.673 -3.531 0.00
O 1.902 1.133 -4.675 0.00
C 2.236 0.232 -2.485 0.00
O 1.590 -0.242 -1.320 0.00
C 3.123 1.433 -2.122 0.00
C 2.881 2.201 -0.988 0.01
C 3.671 3.306 -0.694 0.00
C 4.718 3.663 -1.530 0.00
C 4.967 2.904 -2.666 0.00
C 4.179 1.801 -2.956 0.00
C 3.135 -0.890 -3.024 0.00
C 2.954 -1.517 -4.248 0.00
C 3.799 -2.547 -4.647 0.00
C 4.833 -2.965 -3.825 0.00
C 5.011 -2.353 -2.591 0.00
C 4.168 -1.329 -2.199 0.00
C -1.191 1.434 -2.795 -0.01
O -1.120 0.464 -1.829 0.04
C -1.891 0.850 -4.037 0.00
C -1.929 -0.532 -4.203 0.00
C -2.522 -1.090 -5.329 0.00
C -3.106 -0.278 -6.293 0.00
C -3.098 1.100 -6.117 0.00
C -2.494 1.657 -4.999 0.00
C -2.023 2.636 -2.319 0.00
C -3.234 2.341 -1.697 -0.01
C -4.059 3.350 -1.232 0.02
C -3.687 4.681 -1.383 0.00
C -2.483 4.983 -1.995 0.00
C -1.656 3.967 -2.464 0.00
H 1.681 4.107 -6.137 0.00
H 2.944 2.874 -6.359 0.00
H 2.704 3.621 -4.763 0.00
H -0.194 2.449 -6.918 0.00
H -0.192 0.827 -6.211 0.00
H 1.152 1.332 -7.259 0.00
H 0.649 2.413 -2.309 0.00
H 0.575 -0.202 -3.779 0.00
H 2.055 1.951 -0.336 0.00
H 3.452 3.891 0.191 0.00
H 5.332 4.526 -1.302 0.00
H 5.780 3.170 -3.332 0.00
H 4.381 1.215 -3.843 0.00
H 2.151 -1.211 -4.902 0.00
H 3.637 -3.027 -5.605 0.00
H 5.487 -3.771 -4.136 0.00
H 5.802 -2.683 -1.927 0.00
H 4.290 -0.866 -1.227 0.00
H -1.496 -1.151 -3.427 0.00
H -2.536 -2.167 -5.445 0.00
H -3.576 -0.715 -7.167 0.00
H -3.564 1.745 -6.855 0.00
H -2.489 2.732 -4.867 0.00
H -3.495 1.299 -1.548 0.00
H -4.978 3.095 -0.718 0.00
H -4.315 5.472 -0.991 0.00
H -2.168 6.016 -2.091 0.00
H -0.716 4.224 -2.934 0.00
Br 2.445 3.194 4.503 0.00
C 2.195 1.617 3.474 -0.01
C 2.901 0.471 3.792 0.01
C 2.674 -0.639 2.994 0.00
C 1.784 -0.562 1.939 0.00
N 1.108 0.563 1.638 -0.01
C 1.312 1.646 2.414 0.01
H 3.595 0.452 4.620 0.00
H 3.189 -1.573 3.178 0.00
H 1.598 -1.412 1.299 0.00
H 0.762 2.536 2.137 0.00
F 0.485 -2.085 -2.468 0.01
B 0.955 -1.646 -1.247 -0.01
F 1.919 -2.534 -0.745 0.00
```

Properties
Energy above the lowest of the compared OMol25 structures with the same formula, charge and spin = 0.0 kcal/mol
Net charge = -2
<S²> = 0.77
Multiplicity = 2
LUMO (spin up / spin down) = 0.1436 / 0.1436 Ha

***

The following is a DFT calculation (ωB97M-V/def2-TZVPD) of C43H35Br2O5S as an isolated structure.

Structure (XYZ):
```
86
Properties=species:S:1:pos:R:3:lowdin_charge:R:1
C -5.417 -2.484 -2.879 -0.08
C -4.662 -2.101 -4.147 -0.25
C -3.185 -1.714 -3.849 -0.50
C -2.824 -0.364 -4.440 -0.06
S -2.173 -3.033 -4.610 1.15
C -2.259 -4.416 -3.421 -0.20
C -0.911 -5.089 -3.133 -0.41
O -0.340 -5.562 -4.068 0.12
C -0.421 -5.188 -1.748 -0.17
C -1.113 -4.688 -0.645 -0.03
C -0.580 -4.821 0.636 -0.05
C 0.649 -5.444 0.792 -0.05
C 1.348 -5.952 -0.295 -0.04
C 0.810 -5.823 -1.568 0.00
C -0.524 -2.456 -4.860 -0.99
Br -0.029 -2.678 -6.663 0.80
C 0.276 -1.878 -3.960 -0.82
C -0.073 -1.610 -2.542 -0.10
Br 1.973 -1.278 -4.445 0.86
H -5.007 -3.382 -2.432 0.07
H -5.367 -1.678 -2.151 0.09
H -6.460 -2.655 -3.115 0.09
H -5.155 -1.292 -4.669 0.12
H -4.688 -2.967 -4.806 0.10
H -3.070 -1.717 -2.771 0.10
H -1.749 -0.223 -4.499 0.07
H -3.264 -0.211 -5.417 0.10
H -3.200 0.406 -3.775 0.11
H -2.833 -4.132 -2.551 0.07
H -2.845 -5.151 -3.961 0.11
H -2.063 -4.187 -0.723 0.10
H -1.131 -4.446 1.479 0.11
H 1.067 -5.539 1.781 0.12
H 2.296 -6.449 -0.182 0.11
H 1.315 -6.210 -2.437 0.12
H -1.093 -1.859 -2.295 0.06
H 0.626 -2.133 -1.900 0.10
H 0.088 -0.552 -2.346 0.07
C 3.246 -0.539 1.395 -0.07
C 3.969 0.461 2.036 -0.06
C 3.656 0.820 3.337 0.01
C 2.611 0.183 3.997 -0.07
C 1.873 -0.806 3.344 -0.08
C 2.202 -1.167 2.046 -0.01
C 0.722 -1.477 4.007 -0.27
O 0.092 -2.344 3.428 0.08
C 0.367 -1.055 5.387 -0.09
C -0.733 -1.629 6.011 0.00
C -1.070 -1.255 7.300 -0.05
C -0.305 -0.310 7.975 -0.05
C 0.790 0.270 7.357 0.00
C 1.126 -0.093 6.060 -0.08
C 2.293 0.565 5.404 -0.27
O 2.962 1.386 5.991 0.12
H 3.494 -0.824 0.380 0.10
H 4.777 0.960 1.518 0.11
H 4.214 1.595 3.844 0.13
H 1.633 -1.938 1.549 0.11
H -1.322 -2.367 5.483 0.12
H -1.929 -1.701 7.784 0.11
H -0.566 -0.024 8.985 0.11
H 1.387 1.007 7.875 0.12
C 0.746 2.359 -2.462 -0.07
C 1.789 1.996 -1.618 -0.07
C 2.237 2.874 -0.649 0.00
C 1.653 4.127 -0.526 -0.07
C 0.630 4.505 -1.396 -0.08
C 0.173 3.614 -2.360 0.00
C 0.017 5.864 -1.313 -0.28
O -0.879 6.182 -2.066 0.11
C 0.540 6.806 -0.287 -0.08
C 0.022 8.092 -0.224 0.00
C 0.487 8.978 0.733 -0.05
C 1.467 8.581 1.636 -0.05
C 1.991 7.301 1.576 0.00
C 1.537 6.412 0.612 -0.08
C 2.133 5.050 0.545 -0.27
O 2.986 4.692 1.329 0.11
H 0.392 1.655 -3.206 0.08
H 2.248 1.018 -1.711 0.09
H 3.040 2.582 0.014 0.11
H -0.633 3.910 -3.017 0.12
H -0.742 8.394 -0.926 0.12
H 0.086 9.982 0.777 0.11
H 1.825 9.274 2.385 0.11
H 2.756 6.988 2.273 0.12
```

Properties
Net charge = +1
LUMO = -0.1338 Ha

***

The following is a DFT calculation (ωB97M-V/def2-TZVPD) of C43H35BrFN6O11Rb as an isolated structure.

Structure (XYZ):
```
98
Properties=species:S:1:pos:R:3:lowdin_charge:R:1
Rb 0.319 0.753 0.056 0.81
O 4.758 -1.968 1.733 0.00
C 3.635 -1.795 1.251 -0.48
N 2.485 -1.450 1.818 0.14
C 2.125 -1.693 3.082 -0.48
O 2.543 -2.533 3.881 0.01
C 0.934 -0.845 3.506 -0.20
C 0.864 -0.321 4.791 -0.02
C -0.242 0.429 5.145 -0.08
C -1.256 0.616 4.217 -0.08
C -1.103 0.046 2.965 -0.17
N -0.035 -0.666 2.609 0.05
C 3.522 -1.879 -0.279 -0.19
C 4.672 -2.101 -1.032 -0.02
C 4.579 -2.112 -2.412 -0.09
C 3.338 -1.919 -3.002 -0.08
C 2.243 -1.747 -2.168 -0.14
N 2.322 -1.728 -0.839 0.10
H 1.682 -0.500 5.475 0.11
H -0.310 0.876 6.130 0.10
H -2.134 1.204 4.447 0.10
H -1.870 0.157 2.200 0.11
H 5.604 -2.241 -0.504 0.10
H 5.462 -2.261 -3.024 0.09
H 3.217 -1.878 -4.076 0.09
H 1.253 -1.615 -2.595 0.10
C -4.889 0.668 -6.440 -0.06
C -5.586 1.330 -5.256 -0.20
N -4.761 1.385 -4.064 -0.04
C -4.883 0.397 -3.118 0.00
C -4.183 0.266 -1.969 -0.04
C -4.413 -1.042 -1.173 -0.70
O -5.520 -1.590 -1.386 -0.08
O -3.449 -1.407 -0.488 -0.01
C -3.226 1.307 -1.650 -0.32
O -2.545 1.495 -0.654 -0.01
C -3.046 2.343 -2.728 -0.05
C -2.085 3.324 -2.494 0.10
C -1.864 4.286 -3.433 -0.20
F -1.001 5.292 -3.179 0.07
C -2.537 4.273 -4.653 -0.17
C -3.514 3.325 -4.883 0.06
C -3.791 2.354 -3.908 -0.14
N -2.251 5.252 -5.664 -0.09
C -0.839 5.512 -5.897 -0.15
C -0.695 6.167 -7.247 -0.08
N -1.487 7.459 -7.197 0.05
C -2.939 7.205 -6.882 -0.10
C -3.007 6.476 -5.553 -0.16
H -5.549 0.652 -7.311 0.07
H -4.615 -0.357 -6.191 0.07
H -3.969 1.191 -6.705 0.07
H -6.485 0.772 -4.996 0.12
H -5.908 2.345 -5.508 0.11
H -5.625 -0.365 -3.331 0.13
H -1.534 3.311 -1.562 0.14
H -4.005 3.324 -5.846 0.11
H -0.272 4.574 -5.870 0.12
H -0.391 6.163 -5.133 0.13
H -1.130 5.559 -8.039 0.14
H 0.338 6.420 -7.482 0.14
H -1.388 7.985 -8.062 0.17
H -1.095 8.023 -6.439 0.17
H -3.323 6.577 -7.683 0.13
H -3.453 8.165 -6.867 0.13
H -4.045 6.254 -5.311 0.14
H -2.612 7.136 -4.757 0.14
O 1.122 3.111 -4.983 -0.08
C 0.839 2.163 -4.206 -0.67
O 1.275 1.925 -3.068 -0.03
C -0.168 1.139 -4.768 -0.12
C -0.891 0.326 -3.908 -0.02
C -1.787 -0.646 -4.365 0.04
C -1.908 -0.761 -5.727 -0.23
O -2.710 -1.628 -6.451 -0.01
C -2.311 -1.464 -7.801 -0.17
O -1.537 -0.275 -7.904 0.00
C -1.204 0.049 -6.595 -0.22
C -0.336 1.015 -6.154 0.05
H -0.742 0.468 -2.847 0.09
H -2.338 -1.277 -3.680 0.13
H -3.199 -1.374 -8.429 0.13
H -1.703 -2.324 -8.113 0.13
H 0.220 1.663 -6.819 0.12
Br -3.041 7.899 5.399 0.63
C -2.057 6.514 4.517 -0.70
C -0.732 6.308 4.858 -0.14
C -0.033 5.291 4.219 -0.02
C -0.634 4.515 3.236 -0.12
C -1.963 4.757 2.908 -0.02
C -2.692 5.746 3.555 -0.14
C 0.158 3.415 2.517 -0.70
O 1.047 2.860 3.179 -0.01
O -0.193 3.224 1.326 -0.15
H -0.260 6.923 5.613 0.09
H 0.995 5.075 4.481 0.11
H -2.411 4.156 2.126 0.12
H -3.731 5.923 3.314 0.09
```

Properties
Net charge = -2
LUMO = 0.0443 Ha

***

Q: Which of these has the highest net charge?
A: C43H35Br2O5S

***

Q: net charge of number 2 (C43H35Br2O5S)?
A: +1